[1]
Entry from OMol25: a molecular structure, C11H16Cl2NO10S2 in a non-equilibrium geometry (ωB97M-V/def2-TZVPD).

Structure (ORCA input):
```
! wB97M-V def2-TZVPD RIJCOSX def2/J DEFGRID3
* xyz -1 1
C 3.021 -0.066 1.165
C 2.324 0.701 0.086
Cl 3.061 2.215 -0.304
C 1.222 0.282 -0.543
Cl 0.484 1.256 -1.771
S 0.366 -1.257 -0.257
O 0.483 -1.982 -1.495
O 0.945 -1.918 0.879
N -1.153 -0.841 -0.057
S -1.505 -0.045 1.289
O -0.864 1.250 1.385
O -1.433 -0.837 2.498
H 3.944 0.431 1.432
H 3.233 -1.073 0.850
H 2.413 -0.116 2.062
H -2.814 0.199 1.118
C 6.600 -1.531 -4.142
C 6.191 -1.679 -2.695
C 4.722 -1.441 -2.428
O 4.730 -0.943 -1.087
C 5.934 -0.363 -0.866
O 6.213 0.313 0.064
O 6.798 -0.667 -1.876
H 5.918 -2.077 -4.793
H 6.609 -0.480 -4.430
H 7.606 -1.919 -4.300
H 6.502 -2.653 -2.308
H 4.126 -2.348 -2.486
H 4.286 -0.681 -3.080
C -8.603 1.380 1.904
C -7.168 0.949 2.097
C -6.310 1.931 2.866
O -5.013 1.699 2.318
C -5.171 1.210 1.066
O -4.295 1.085 0.279
O -6.471 0.883 0.843
H -9.033 1.728 2.844
H -8.666 2.176 1.163
H -9.209 0.551 1.541
H -7.126 -0.043 2.555
H -6.306 1.747 3.937
H -6.590 2.971 2.677
*
```

Calculated values
highest occupied orbital energy: -5.389 eV
maximum force: 1.14 eV Å⁻¹
E: -2952.72151 hartree
LUMO level: 2.28 eV

=====

[2]
Entry from OMol25: C11H16F2 in the gas phase in a non-equilibrium geometry (ωB97M-V/def2-TZVPD).

Structure (ORCA input):
```
! wB97M-V def2-TZVPD RIJCOSX def2/J DEFGRID3
* xyz 0 1
C 3.137 -2.545 -0.810
C 3.438 -1.652 -0.078
C 3.794 -0.472 1.954
C 3.380 -0.473 0.682
C -4.778 0.260 0.190
C -3.517 0.248 -0.605
C -2.193 0.112 0.300
C -0.953 0.201 -0.589
C 0.300 0.359 0.128
C 1.532 0.606 -0.833
C 2.880 0.701 -0.154
F 2.913 1.838 0.713
F 3.752 0.918 -1.165
H 3.314 -3.374 -1.460
H 3.943 0.357 2.658
H 4.159 -1.427 2.410
H -4.533 0.597 1.151
H -5.280 -0.667 0.245
H -5.451 0.955 -0.367
H -3.469 -0.440 -1.367
H -3.483 1.188 -1.166
H -2.356 -0.865 0.862
H -2.292 0.789 1.065
H -0.979 -0.813 -1.189
H -1.126 0.991 -1.196
H 0.200 1.331 0.608
H 0.618 -0.472 0.788
H 1.438 1.665 -0.988
H 1.613 0.082 -1.788
*
```

Calculated values
highest occupied orbital energy: -9.631 eV
SMILES string: C#CC(=C)C(F)(F)CCCCCC
maximum force: 5.72 eV Å⁻¹
energy above the lowest of the compared OMol25 structures with the same formula, charge and spin: 0.000 eV
E: -628.33353 hartree
LUMO level: 0.51 eV

=====

[3]
Entry from OMol25: a molecular structure, C11H16FNO2 in a non-equilibrium geometry (ωB97M-V/def2-TZVPD).

Structure (ORCA input):
```
! wB97M-V def2-TZVPD RIJCOSX def2/J DEFGRID3
* xyz 0 1
C -2.734 1.871 1.591
H -2.565 1.842 0.533
H -3.309 2.955 1.679
H -3.438 1.206 1.819
C -1.327 1.947 2.300
H -1.595 1.898 3.433
C -0.144 2.557 1.982
H 0.358 2.924 2.580
H -0.674 3.621 1.354
C 0.400 1.850 0.840
H -0.152 1.866 -0.264
H 1.430 1.924 0.619
C 0.160 0.524 1.221
H 0.809 -0.239 1.659
O -0.893 0.529 2.193
C -0.478 -0.547 0.122
O -1.615 -0.632 0.083
N 0.394 -0.860 -0.858
C 1.592 -0.508 -0.978
C 2.455 -1.906 -1.372
C 1.935 -2.848 -2.017
C 0.422 -3.173 -2.058
C -0.259 -1.642 -2.059
H 0.118 -1.190 -2.895
H -1.415 -1.508 -2.222
H -0.063 -3.500 -1.228
H 0.320 -3.366 -2.952
H 2.355 -3.757 -2.268
F 3.896 -1.791 -1.247
H 1.989 0.265 -1.550
H 2.029 -0.310 -0.038
*
```

Calculated values
highest occupied orbital energy: -8.548 eV
maximum force: 17.44 eV Å⁻¹
energy above the lowest of the compared OMol25 structures with the same formula, charge and spin: 9.515 eV
E: -733.46256 hartree
LUMO level: 0.66 eV